# 1
This record from the OMol25 dataset describes a structure of composition C5H11NO2 at a distorted geometry. The level of theory is ωB97M-V/def2-TZVPD.

Properties
HOMO level (spin up / spin down) = -0.2743 / -0.2743 Ha
E_LUMO (spin up / spin down) = 0.308 / 0.308 eV
orbital gap (spin up / spin down) = 0.2856 / 0.2856 Eh
molar mass = 117.15 g mol⁻¹
total charge = 0

Each line ends with the natural charge from an NBO analysis.
Geometry (Å):
C: -0.383 -0.582 0.027  0.25
C: -0.293 0.038 1.424  -0.09
C: 0.483 0.206 -0.981  -0.63
C: -1.826 -0.619 -0.466  -0.64
C: 1.648 0.796 -0.547  0.64
O: 0.134 -1.911 0.185  -0.74
O: 1.021 -0.038 1.947  -0.71
N: 2.599 1.514 -0.618  -0.61
H: 0.051 -2.387 -0.650  0.47
H: 1.288 -0.965 1.889  0.48
H: 3.330 1.653 0.064  0.43
H: -0.548 1.096 1.364  0.21
H: -0.999 -0.484 2.081  0.18
H: -0.169 1.454 -1.171  0.10
H: 0.609 -0.363 -1.908  0.26
H: -0.401 2.476 -0.870  -0.26
H: -2.229 0.392 -0.523  0.24
H: -1.879 -1.066 -1.461  0.21
H: -2.438 -1.211 0.214  0.22


# 2
This record from the OMol25 dataset describes a structure of composition C41H36Cl3GaINO2P. The level of theory is ωB97M-V/def2-TZVPD.

Properties
HOMO level = -0.3753 Ha
E_LUMO = -2.952 eV
orbital gap = 0.2668 Eh
molar mass = 908.70 g mol⁻¹
total charge = +1

Each line ends with the Mulliken charge.
Geometry (Å):
Ga: -0.291 0.713 -0.903  -1.05
I: -0.081 -2.279 1.268  0.28
C: 0.471 -0.968 2.809  -0.10
C: -0.233 -1.133 3.967  -0.31
C: 0.158 -0.484 5.153  -1.27
C: 1.295 0.257 5.158  -0.85
C: 2.057 0.427 3.976  1.05
C: 3.303 1.092 4.068  -0.95
C: 4.119 1.202 2.986  -1.29
C: 3.647 0.770 1.738  -0.31
C: 2.410 0.181 1.574  0.42
P: 1.946 0.005 -0.185  1.71
C: 2.901 1.316 -1.027  -0.03
C: 3.706 1.067 -2.132  -0.73
C: 4.355 2.117 -2.774  -0.81
C: 4.215 3.412 -2.306  -0.79
C: 3.427 3.664 -1.187  -0.49
C: 2.768 2.627 -0.556  0.07
C: 2.638 -1.568 -0.773  1.23
C: 2.546 -1.954 -2.110  -0.63
C: 3.148 -3.125 -2.543  -0.79
C: 3.835 -3.927 -1.644  -0.75
C: 3.924 -3.552 -0.311  -0.76
C: 3.333 -2.376 0.124  -0.69
C: 1.618 -0.118 2.734  0.08
H: -1.084 -1.801 3.984  0.54
H: -0.427 -0.618 6.053  0.45
H: 1.657 0.713 6.071  0.45
H: 3.607 1.477 5.034  0.45
H: 5.098 1.654 3.062  0.47
H: 4.272 0.953 0.876  0.72
H: 3.853 0.060 -2.496  0.47
H: 4.978 1.911 -3.634  0.47
H: 4.723 4.227 -2.805  0.42
H: 3.316 4.673 -0.813  0.50
H: 2.150 2.840 0.308  0.14
H: 2.016 -1.343 -2.824  0.41
H: 3.075 -3.411 -3.584  0.46
H: 4.302 -4.842 -1.981  0.43
H: 4.454 -4.176 0.396  0.47
H: 3.407 -2.096 1.166  0.39
Cl: 1.558 4.667 -6.593  -0.21
C: 1.070 4.007 -5.071  0.30
C: 0.927 2.638 -4.938  -1.06
C: 0.548 2.157 -3.700  1.63
Cl: 0.315 0.433 -3.468  -0.32
C: 0.299 2.953 -2.588  -1.20
O: -0.033 2.461 -1.409  0.30
C: 0.442 4.333 -2.781  0.53
Cl: 0.140 5.381 -1.444  -0.19
C: 0.823 4.856 -4.002  -0.68
H: 1.104 1.973 -5.770  0.50
H: 0.928 5.925 -4.118  0.48
O: -0.028 -4.551 -1.850  -0.21
C: -0.242 -3.464 -2.033  0.18
C: -3.776 0.295 4.436  -1.91
C: -2.816 0.825 3.406  -0.26
C: -1.876 1.792 3.747  -0.29
C: -0.988 2.277 2.798  -0.28
C: 0.023 3.340 3.136  -1.68
C: -1.078 1.800 1.496  -0.17
C: -1.995 0.806 1.123  -0.22
C: -2.856 0.321 2.111  0.09
N: -1.963 0.364 -0.210  1.60
C: -3.112 -0.268 -0.895  1.59
C: -4.371 0.581 -0.680  -1.71
C: -3.348 -1.728 -0.491  -1.05
C: -2.797 -0.271 -2.385  -1.72
H: -3.612 0.759 5.408  0.39
H: -3.671 -0.786 4.553  0.37
H: -4.809 0.487 4.142  0.40
H: -1.841 2.174 4.760  0.31
H: -0.007 3.590 4.196  0.38
H: -0.162 4.252 2.566  0.43
H: 1.035 3.000 2.898  0.15
H: -0.494 2.328 0.742  1.51
H: -3.582 -0.444 1.886  0.62
H: -4.720 0.560 0.350  0.36
H: -5.177 0.206 -1.312  0.49
H: -4.172 1.619 -0.950  0.35
H: -3.445 -1.874 0.581  0.11
H: -2.519 -2.352 -0.836  -0.02
H: -4.261 -2.089 -0.966  0.50
H: -2.640 0.743 -2.761  0.34
H: -3.614 -0.720 -2.948  0.57
H: -1.911 -0.884 -2.581  0.19


# 3
This record from the OMol25 dataset describes the ion C8H18IS2 with charge +1 at a distorted geometry. The level of theory is ωB97M-V/def2-TZVPD.

Properties
HOMO level = -0.4428 Ha
E_LUMO = -3.125 eV
orbital gap = 0.3280 Eh
molar mass = 305.27 g mol⁻¹
total charge = +1

Each line ends with the natural charge from an NBO analysis.
Geometry (Å):
C: 3.666 -1.537 0.325  -0.65
C: 2.130 -1.708 -0.242  -0.52
S: 0.938 -0.423 0.515  0.74
C: 1.034 1.046 -0.640  -0.57
C: 0.022 2.284 -0.290  -0.45
C: -0.672 2.227 1.193  -0.55
S: -1.058 4.042 1.651  -0.04
C: -0.744 -1.244 0.527  -0.59
C: -1.782 -0.730 -0.632  -0.36
C: -3.235 -1.493 -0.309  -0.64
I: -1.233 -1.295 -2.681  0.14
H: 3.736 -1.348 1.482  0.25
H: 4.239 -0.714 -0.317  0.24
H: 4.222 -2.560 0.090  0.26
H: 2.136 -1.468 -1.407  0.26
H: 1.750 -2.795 -0.001  0.27
H: 0.891 0.718 -1.754  0.27
H: 2.141 1.482 -0.554  0.28
H: -0.842 2.368 -1.110  0.24
H: 0.664 3.283 -0.335  0.27
H: -1.720 1.704 1.123  0.23
H: 0.016 1.839 2.055  0.25
H: -1.848 4.488 0.549  0.15
H: -1.238 -1.179 1.611  0.29
H: -0.548 -2.409 0.361  0.28
H: -2.026 0.415 -0.613  0.24
H: -4.020 -1.328 -1.164  0.26
H: -3.001 -2.632 -0.154  0.23
H: -3.619 -1.032 0.720  0.23


Ordered DFT total energy results: -402.18037; -5733.47924; -1409.28105; unit Ha.